Record 1
Here is a 5-piece molecular cluster, C2H13NO5 overall from the Open Molecules 2025 dataset. Energies are from the ωB97M-V functional and the def2-TZVPD basis.

Structure (XYZ):
```
21
C2H13NO5 (the ωB97M-V functional and the def2-TZVPD basis)
O 1.04 2.73 0.22
O -3.83 -0.20 -1.34
O 1.78 -0.43 0.47
O 1.08 1.04 3.65
O -1.81 2.84 -0.96
N 1.44 -2.59 -0.11
C 0.10 -2.29 -0.55
C 2.22 -1.55 0.30
H -3.57 0.24 -2.16
H 0.02 -1.50 -1.30
H 1.92 0.96 3.19
H -0.27 -3.17 -1.09
H -2.33 2.59 -1.74
H 0.47 1.12 2.90
H 0.31 2.29 -0.23
H 1.95 -3.33 -0.58
H -1.77 3.80 -1.06
H -0.56 -2.13 0.30
H -3.04 -0.66 -1.05
H 3.24 -1.79 0.52
H 1.59 2.04 0.60
```

## Properties
Energy relative to the best compared isomer or geometry (same formula, charge and spin) in eV: 1.3564
Highest occupied orbital energy in eV: -10.51
E_tot in eV: -14012.4124
Structure (SMILES): CNC=O.O.O.O.O

Record 2
Here is a 5-piece molecular cluster, C2H13O4S overall from the Open Molecules 2025 dataset. Energies are from the ωB97M-V functional and the def2-TZVPD basis.

Structure (XYZ):
```
20
C2H13O4S (the ωB97M-V functional and the def2-TZVPD basis)
S 0.70 0.77 0.13
O 1.93 4.08 -0.84
O -0.61 -1.47 2.46
O -1.82 -1.50 -1.09
O -4.81 0.22 1.89
C 1.89 0.10 -1.12
C 2.49 -1.27 -0.69
H 1.84 3.18 -0.48
H 1.74 -2.06 -0.66
H -4.12 -0.13 2.43
H -1.41 -0.63 -0.93
H -2.75 -1.45 -1.33
H 1.08 4.33 -1.19
H 3.28 -1.49 -1.40
H 2.67 0.86 -1.15
H 2.73 -1.27 0.37
H 1.45 -0.12 -2.10
H -0.08 -0.99 1.81
H -4.84 -0.14 1.01
H -1.35 -1.03 2.86
```

## Properties
Energy relative to the best compared isomer or geometry (same formula, charge and spin) in eV: 1.2521
Highest occupied orbital energy in eV: -3.35
E_tot in eV: -21311.2976
Total charge: -1

Record 3
Here is C2H14B2Cl4CoCrN2O20 as an isolated structure from the Open Molecules 2025 dataset. Energies are from the ωB97M-V functional and the def2-TZVPD basis.

Structure (XYZ):
```
46
C2H14B2Cl4CoCrN2O20 (the ωB97M-V functional and the def2-TZVPD basis)
Co -0.71 0.39 -1.87
Cr 0.39 0.79 2.38
Cl 1.74 -2.51 -1.95
Cl -2.58 3.27 -1.65
Cl 1.98 2.13 -2.97
Cl 3.97 0.12 1.45
O 3.09 -2.13 -2.20
O 0.08 -2.61 4.86
O -3.60 3.90 -2.42
O -1.91 2.20 -2.37
O 2.77 0.80 1.93
O 5.11 0.74 2.07
O -1.60 4.22 -1.21
O 4.04 0.19 0.02
O 0.86 -1.47 -2.52
O 1.43 -3.76 -2.59
O -4.79 -0.34 -2.25
O -3.17 2.65 -0.47
O 1.07 2.29 -4.09
O 0.72 -1.24 3.35
O 3.05 1.27 -3.34
O 2.43 3.41 -2.52
O 3.87 -1.28 1.82
O 1.21 1.45 -1.90
O -2.70 -0.51 -1.75
O 1.46 -2.58 -0.53
N -3.88 -0.76 -1.59
N 0.59 -2.36 3.79
C 0.96 -3.47 2.86
C -4.24 -1.76 -0.54
B 0.12 2.90 1.55
B -0.44 -0.09 0.29
H 0.68 0.26 0.24
H 1.88 -3.27 2.32
H 0.28 4.03 1.31
H 1.06 -4.37 3.45
H -4.64 -2.66 -0.99
H -1.15 0.78 -0.02
H -3.44 -1.93 0.17
H 0.19 2.65 2.68
H -5.06 -1.24 -0.04
H -0.90 2.51 1.11
H 0.99 2.31 1.05
H -0.76 -0.47 1.34
H -0.56 -0.96 -0.47
H 0.10 -3.49 2.20
```

## Properties
Multiplicity: 8
Energy relative to the best compared isomer or geometry (same formula, charge and spin) in eV: 0.2214
Highest occupied orbital energy (spin up / spin down) in eV: -4.35 / -4.35
E_tot in eV: -163685.5943
Total charge: -2

Record 4
Here is C2H14Cd2O6 as an isolated structure from the Open Molecules 2025 dataset. Energies are from the ωB97M-V functional and the def2-TZVPD basis.

Structure (XYZ):
```
24
C2H14Cd2O6 (the ωB97M-V functional and the def2-TZVPD basis)
Cd -0.74 2.55 0.49
Cd -2.67 0.25 0.10
O -1.55 -1.17 1.14
O -2.34 1.80 1.49
O 0.79 2.85 -0.95
O -2.02 3.51 -0.77
O -0.95 0.74 -0.59
O 1.44 -2.28 1.45
C 2.27 -1.87 -0.68
C 1.95 -2.98 0.34
H -2.77 2.95 -0.95
H 2.60 -2.19 -1.67
H -0.69 -1.56 0.97
H 1.65 -2.84 2.20
H 0.84 2.08 -1.52
H -2.06 4.19 -1.44
H 1.30 -1.38 -0.79
H 1.26 3.53 -1.42
H 3.19 -1.42 -0.29
H -3.00 2.12 2.13
H -1.99 -1.79 1.71
H 2.83 -3.60 0.48
H 1.25 -3.67 -0.13
H -0.59 0.18 -1.30
```

## Properties
Multiplicity: 2
Energy relative to the best compared isomer or geometry (same formula, charge and spin) in eV: 0.0000
Highest occupied orbital energy (spin up / spin down) in eV: -21.41 / -21.41
E_tot in eV: -23680.7635
Total charge: +3

Record 5
Here is a 4-piece molecular cluster, C2H14N2O3 overall from the Open Molecules 2025 dataset. Energies are from the ωB97M-V functional and the def2-TZVPD basis.

Structure (XYZ):
```
21
C2H14N2O3 (the ωB97M-V functional and the def2-TZVPD basis)
O 2.71 2.29 -1.86
O -0.36 -2.60 -1.12
O 3.32 -1.47 -0.06
N -1.30 -0.28 0.92
N -2.29 0.97 -0.96
C -1.12 0.78 -0.16
C -0.39 -0.10 2.04
H -0.24 0.55 -0.78
H -2.21 0.12 1.13
H 2.28 2.99 -1.37
H -2.69 0.12 -1.33
H -0.60 -2.06 -0.36
H -1.00 1.73 0.38
H 3.42 -1.99 0.73
H 2.38 -1.31 -0.22
H 0.00 -1.05 2.37
H -0.97 -2.40 -1.83
H 0.57 0.32 1.68
H -3.04 1.48 -0.52
H 2.39 1.46 -1.52
H -0.86 0.47 2.86
```

## Properties
Energy relative to the best compared isomer or geometry (same formula, charge and spin) in eV: 1.5918
Highest occupied orbital energy in eV: -9.89
E_tot in eV: -11422.8350
Structure (SMILES): CNCN.O.O.O

Record 6
Here is a 5-piece molecular cluster, C2H14N2O4 overall from the Open Molecules 2025 dataset. Energies are from the ωB97M-V functional and the def2-TZVPD basis.

Structure (XYZ):
```
22
C2H14N2O4 (the ωB97M-V functional and the def2-TZVPD basis)
O 1.06 -0.39 1.58
O 0.50 2.10 0.98
O 0.97 1.21 -1.34
O 2.97 -0.60 -0.30
N -1.64 -0.13 -1.06
N -0.99 -1.86 0.40
C -1.94 0.80 0.02
C -1.93 -1.53 -0.65
H -1.81 -2.12 -1.58
H -0.63 -0.07 -1.22
H -1.30 -2.71 0.83
H 0.80 0.60 1.42
H 0.97 2.86 1.31
H -3.06 0.92 0.09
H 0.85 1.67 -0.39
H 2.27 -0.59 0.44
H -1.50 1.74 -0.21
H 0.31 -0.94 1.18
H -1.54 0.44 0.98
H -3.04 -1.52 -0.36
H 3.61 -1.29 -0.14
H 1.84 0.70 -1.27
```

## Properties
Energy relative to the best compared isomer or geometry (same formula, charge and spin) in eV: 7.6235
Highest occupied orbital energy in eV: -9.04
E_tot in eV: -13464.2416

Q: The highest energy relative to the best compared isomer or geometry (same formula, charge and spin) belongs to which entry?
A: C2H14N2O4

Copy entry 1 word for word.
Here is a 5-piece molecular cluster, C2H13NO5 overall from the Open Molecules 2025 dataset. Energies are from the ωB97M-V functional and the def2-TZVPD basis.

Structure (XYZ):
```
21
C2H13NO5 (the ωB97M-V functional and the def2-TZVPD basis)
O 1.04 2.73 0.22
O -3.83 -0.20 -1.34
O 1.78 -0.43 0.47
O 1.08 1.04 3.65
O -1.81 2.84 -0.96
N 1.44 -2.59 -0.11
C 0.10 -2.29 -0.55
C 2.22 -1.55 0.30
H -3.57 0.24 -2.16
H 0.02 -1.50 -1.30
H 1.92 0.96 3.19
H -0.27 -3.17 -1.09
H -2.33 2.59 -1.74
H 0.47 1.12 2.90
H 0.31 2.29 -0.23
H 1.95 -3.33 -0.58
H -1.77 3.80 -1.06
H -0.56 -2.13 0.30
H -3.04 -0.66 -1.05
H 3.24 -1.79 0.52
H 1.59 2.04 0.60
```

## Properties
Energy relative to the best compared isomer or geometry (same formula, charge and spin) in eV: 1.3564
Highest occupied orbital energy in eV: -10.51
E_tot in eV: -14012.4124
Structure (SMILES): CNC=O.O.O.O.O